35
Properties=species:S:1:pos:R:3 method="wB97M-V/def2-TZVPD" multiplicity=2 energy_ev=-178589.8426 homo_ev="-12.608 / -12.608" s2=0.75 charge=+1
Yb -0.2820 -0.4638 -0.0975
C -3.5786 -1.9488 -1.5965
C -2.7138 -1.9772 -0.3230
C -1.9251 -3.0668 -0.0126
C -1.1562 -3.0797 1.1562
C -1.2890 -2.1100 2.1466
C -2.2750 -1.1505 1.9661
C -2.9404 -0.9985 0.7530
H -3.4945 -0.9617 -2.0681
H -4.6769 -2.0072 -1.3862
H -3.3042 -2.7404 -2.2867
H -1.8139 -3.8523 -0.7603
H -0.4250 -3.9104 1.2373
H -0.5382 -2.0206 2.9287
H -2.5621 -0.4332 2.7116
H -3.5184 -0.1082 0.5552
C 3.2353 0.4533 -1.2967
As 2.6441 1.2730 0.4932
C 4.2343 1.5225 1.5868
C 2.1030 3.2001 0.1162
O 1.3789 0.2724 1.0375
H 3.9817 0.9307 -1.9417
H 2.2641 0.5322 -1.7411
H 3.5886 -0.5542 -1.0351
H 4.6698 0.5347 1.7642
H 3.9653 1.9925 2.5508
H 4.8665 2.0915 0.8962
H 2.8614 3.6796 -0.5760
H 1.9699 3.6635 1.1226
H 1.1006 3.1788 -0.4110
O -2.5400 1.4064 -2.6390
Se -1.3642 1.6334 -1.5040
O -1.6546 1.3008 0.1368
O -0.0960 0.5590 -1.9280
O -0.7153 3.1592 -1.5555